A 8-piece molecular cluster, C16H50N2O8 overall in a non-equilibrium geometry. Source: the Open Molecules 2025 dataset; level of theory: ωB97M-V with the def2-TZVPD basis set.

Each line ends with the Löwdin charge.
Element x y z (Å)
C (3.93, 4.57, -3.00)  -0.09
O (4.72, 3.90, -2.05)  -0.19
C (4.06, 3.37, -0.96)  -0.24
C (5.10, 2.85, 0.05)  -0.43
C (5.99, 1.77, -0.55)  -0.07
N (4.50, 2.39, 1.31)  0.04
H (2.96, 4.12, -3.17)  0.09
H (4.48, 4.59, -3.95)  0.07
H (3.81, 5.62, -2.70)  0.09
H (3.35, 4.01, -0.42)  0.13
H (3.47, 2.48, -1.24)  0.13
H (5.80, 3.68, 0.23)  0.13
H (6.43, 2.09, -1.51)  0.05
H (5.48, 0.82, -0.71)  0.08
H (6.91, 1.73, 0.05)  0.09
H (4.77, 1.41, 1.40)  0.06
H (3.48, 2.35, 1.22)  0.06
C (12.53, 0.31, -6.63)  -0.12
O (11.88, 0.40, -7.86)  -0.17
C (11.08, 1.52, -8.09)  -0.22
C (10.02, 1.85, -7.07)  -0.44
C (9.03, 0.70, -6.85)  -0.05
N (9.21, 2.99, -7.55)  0.03
H (13.42, 0.95, -6.58)  0.09
H (12.87, -0.71, -6.45)  0.09
H (11.95, 0.66, -5.77)  0.08
H (11.72, 2.40, -8.30)  0.13
H (10.64, 1.38, -9.08)  0.13
H (10.45, 2.11, -6.09)  0.12
H (9.52, -0.28, -6.97)  0.08
H (8.12, 0.69, -7.45)  0.07
H (8.72, 0.74, -5.80)  0.06
H (9.92, 3.74, -7.60)  0.07
H (8.65, 3.45, -6.83)  0.05
C (5.45, 0.92, -5.30)  -0.07
C (5.97, 1.14, -3.87)  -0.33
O (6.99, 2.11, -3.77)  -0.09
H (4.69, 0.13, -5.26)  0.07
H (6.23, 0.55, -5.96)  0.05
H (4.94, 1.81, -5.66)  0.06
H (6.33, 0.19, -3.48)  0.11
H (5.09, 1.42, -3.28)  0.09
H (6.60, 2.92, -4.13)  0.05
C (10.59, 5.85, -3.30)  -0.08
C (10.39, 4.75, -4.32)  -0.29
O (9.73, 5.28, -5.49)  -0.11
H (10.92, 5.58, -2.29)  0.07
H (9.68, 6.46, -3.25)  0.06
H (11.43, 6.48, -3.61)  0.08
H (9.81, 3.87, -4.03)  0.11
H (11.38, 4.49, -4.71)  0.11
H (8.81, 5.46, -5.26)  0.05
C (3.05, 3.71, -8.17)  -0.09
C (4.40, 4.35, -8.44)  -0.29
O (4.54, 5.58, -7.74)  -0.11
H (2.91, 2.69, -8.54)  0.08
H (2.21, 4.32, -8.56)  0.07
H (2.82, 3.68, -7.10)  0.07
H (4.61, 4.50, -9.50)  0.12
H (5.10, 3.63, -8.00)  0.11
H (3.85, 6.19, -8.03)  0.10
C (7.44, 7.86, -1.35)  -0.08
C (6.42, 7.14, -2.22)  -0.34
O (5.39, 8.05, -2.51)  -0.07
H (7.81, 8.70, -1.94)  0.08
H (8.30, 7.26, -1.03)  0.07
H (7.00, 8.22, -0.42)  0.07
H (6.05, 6.23, -1.74)  0.10
H (6.91, 6.72, -3.11)  0.10
H (5.00, 7.86, -3.37)  0.04
O (5.30, 7.53, -5.50)  -0.04
H (5.44, 8.45, -5.74)  0.07
H (5.05, 7.09, -6.33)  0.02
O (6.55, 4.94, -5.55)  -0.05
H (6.07, 5.61, -5.04)  0.00
H (6.24, 5.06, -6.46)  0.02

Summary:
**HOMO**: -9.0 eV
**LUMO energy**: 0.000 eV
**Structure (SMILES)**: COC[C@H](C)N.COC[C@H](C)N.CCO.CCO.CCO.CCO.O.O
**HOMO-LUMO gap**: 0.332 Eh

---

C21H50IO11PS as an isolated structure. Source: the Open Molecules 2025 dataset; level of theory: ωB97M-V with the def2-TZVPD basis set.

Each line ends with the Löwdin charge.
Element x y z (Å)
C (0.79, -2.23, -1.34)  -0.05
C (0.32, -2.44, -2.80)  -0.28
C (-0.15, -1.18, -3.50)  -0.86
I (-0.78, -1.60, -5.50)  1.03
O (-1.10, -0.44, -2.75)  -0.13
C (-2.20, -1.01, -2.23)  -0.50
O (-2.68, -2.05, -2.55)  0.11
P (-2.86, 0.08, -0.88)  0.48
O (-2.15, 1.36, -0.86)  -0.25
O (-4.42, 0.12, -1.14)  -0.08
O (-2.81, -0.78, 0.44)  -0.08
S (1.27, 0.06, -3.69)  0.60
C (1.15, 1.14, -2.29)  -0.12
O (2.48, -0.72, -3.61)  -0.30
O (1.01, 0.86, -4.86)  -0.38
H (0.07, -2.67, -0.64)  0.08
H (1.72, -2.77, -1.18)  0.09
H (0.96, -1.19, -1.07)  0.05
H (1.12, -2.86, -3.40)  0.10
H (-0.48, -3.19, -2.78)  0.09
H (-4.60, 0.51, -2.01)  0.11
H (-1.90, -0.74, 0.80)  0.10
H (0.13, 1.22, -1.93)  0.05
H (1.79, 0.75, -1.50)  0.07
H (1.50, 2.12, -2.61)  0.08
C (1.22, -7.65, -3.66)  -0.08
C (1.05, -7.28, -2.20)  -0.28
O (0.21, -6.16, -1.98)  -0.17
C (-1.12, -6.28, -2.44)  -0.28
C (-1.91, -7.41, -1.81)  -0.08
H (1.62, -6.81, -4.23)  0.08
H (1.92, -8.49, -3.75)  0.08
H (0.28, -7.96, -4.13)  0.07
H (2.01, -7.00, -1.78)  0.12
H (0.69, -8.14, -1.63)  0.11
H (-1.15, -6.36, -3.54)  0.11
H (-1.59, -5.32, -2.20)  0.11
H (-1.49, -8.39, -2.04)  0.07
H (-2.94, -7.40, -2.17)  0.08
H (-1.92, -7.30, -0.72)  0.08
C (-3.42, 5.68, 3.31)  -0.08
C (-4.39, 6.13, 2.23)  -0.29
O (-3.85, 6.13, 0.93)  -0.16
C (-3.40, 4.87, 0.45)  -0.27
C (-4.47, 3.80, 0.38)  -0.07
H (-2.52, 6.29, 3.30)  0.08
H (-3.89, 5.76, 4.29)  0.08
H (-3.12, 4.64, 3.18)  0.06
H (-4.68, 7.17, 2.41)  0.12
H (-5.31, 5.54, 2.27)  0.11
H (-2.55, 4.52, 1.04)  0.10
H (-3.02, 5.08, -0.56)  0.12
H (-4.87, 3.55, 1.36)  0.07
H (-4.05, 2.90, -0.05)  0.04
H (-5.30, 4.13, -0.25)  0.08
C (3.82, 5.30, 0.36)  -0.08
C (2.59, 4.77, -0.35)  -0.28
O (2.28, 3.42, -0.03)  -0.17
C (2.00, 3.14, 1.32)  -0.28
C (0.83, 3.90, 1.90)  -0.07
H (4.69, 4.68, 0.13)  0.08
H (4.03, 6.32, 0.02)  0.08
H (3.70, 5.33, 1.44)  0.07
H (2.75, 4.77, -1.43)  0.12
H (1.73, 5.42, -0.16)  0.11
H (2.90, 3.29, 1.94)  0.11
H (1.79, 2.07, 1.34)  0.11
H (1.01, 4.98, 1.92)  0.07
H (0.64, 3.58, 2.93)  0.08
H (-0.07, 3.72, 1.31)  0.07
C (1.33, -0.55, 4.97)  -0.08
C (1.29, -1.34, 3.67)  -0.28
O (1.96, -0.71, 2.59)  -0.18
C (3.35, -0.47, 2.77)  -0.29
C (4.17, -1.72, 3.01)  -0.08
H (0.91, 0.45, 4.83)  0.08
H (0.75, -1.06, 5.73)  0.08
H (2.35, -0.44, 5.35)  0.07
H (0.26, -1.44, 3.34)  0.11
H (1.68, -2.35, 3.83)  0.11
H (3.51, 0.25, 3.58)  0.11
H (3.67, 0.01, 1.85)  0.12
H (3.90, -2.23, 3.94)  0.07
H (5.23, -1.46, 3.08)  0.08
H (4.05, -2.43, 2.19)  0.08

Summary:
**HOMO**: -9.5 eV
**LUMO energy**: 0.042 eV
**HOMO-LUMO gap**: 0.350 Eh

---

C15H64K2N2O23 as an isolated structure in a non-equilibrium geometry. Source: the Open Molecules 2025 dataset; level of theory: ωB97M-V with the def2-TZVPD basis set.

Each line ends with the Löwdin charge.
Element x y z (Å)
K (4.05, 4.27, -0.29)  0.93
K (-2.58, 5.28, 2.73)  0.90
N (0.94, 5.67, 2.01)  -0.60
O (0.75, 4.92, 2.98)  -0.04
O (0.08, 6.51, 1.64)  -0.06
O (2.04, 5.68, 1.50)  -0.05
N (-0.11, 0.99, -0.13)  -0.56
O (-0.83, 0.37, 0.72)  -0.03
O (0.19, 2.14, 0.12)  -0.01
O (0.35, 0.44, -1.09)  0.03
O (-4.19, 2.06, 2.32)  -0.08
H (-3.58, 1.52, 2.82)  -0.02
H (-3.67, 2.40, 1.58)  -0.04
O (-0.14, -2.64, -3.34)  -0.06
H (0.62, -2.42, -2.79)  0.02
H (-0.84, -2.81, -2.72)  0.01
O (-0.25, 4.22, -1.88)  -0.04
H (0.35, 3.66, -1.38)  0.01
H (-0.22, 3.86, -2.77)  0.00
O (-3.52, 3.83, -2.21)  -0.03
H (-2.60, 3.79, -2.50)  0.01
H (-4.01, 3.42, -2.93)  0.06
O (2.21, 5.73, -1.56)  -0.13
H (1.56, 5.68, -2.26)  0.03
H (1.75, 6.17, -0.84)  0.02
O (-2.89, 3.48, 0.37)  -0.09
H (-2.05, 3.05, 0.20)  0.03
H (-3.21, 3.74, -0.50)  0.00
O (2.78, 2.32, 0.96)  -0.12
H (1.95, 2.11, 0.54)  -0.01
H (2.57, 2.39, 1.89)  0.03
O (-1.93, 0.66, 3.16)  -0.04
H (-1.48, 0.53, 2.32)  -0.01
H (-1.75, -0.15, 3.65)  0.04
O (0.90, 2.11, 4.51)  -0.04
H (0.78, 2.86, 3.94)  -0.01
H (0.15, 1.54, 4.30)  0.00
O (3.46, 4.12, 3.58)  -0.05
H (2.76, 4.57, 3.10)  -0.03
H (4.15, 4.78, 3.65)  0.03
O (3.94, 2.22, -1.99)  -0.11
H (3.87, 1.33, -1.64)  0.06
H (4.57, 2.15, -2.71)  0.05
O (-1.89, 3.94, -4.85)  -0.03
H (-2.26, 3.98, -5.73)  0.05
H (-1.24, 3.24, -4.90)  0.00
C (-4.28, -2.17, -1.93)  -0.03
C (-3.27, -0.98, -1.95)  -0.46
C (-3.65, 0.22, -1.11)  -0.05
O (-2.05, -1.54, -1.49)  -0.09
H (-5.26, -1.91, -2.32)  0.07
H (-4.47, -2.60, -0.95)  0.08
H (-3.78, -2.92, -2.54)  0.07
H (-3.04, -0.60, -2.94)  0.13
H (-2.99, 1.07, -1.27)  0.06
H (-3.64, 0.14, -0.03)  0.08
H (-4.66, 0.49, -1.43)  0.09
H (-1.40, -0.83, -1.40)  0.04
C (2.12, 0.91, -4.38)  -0.04
C (0.68, 1.41, -4.78)  -0.43
C (-0.30, 0.27, -5.14)  -0.03
O (0.16, 2.12, -3.66)  -0.09
H (2.46, 0.23, -5.16)  0.08
H (1.98, 0.30, -3.49)  0.07
H (2.98, 1.56, -4.22)  0.05
H (0.86, 2.10, -5.61)  0.13
H (-0.64, -0.24, -4.24)  0.06
H (0.09, -0.53, -5.77)  0.08
H (-1.09, 0.78, -5.71)  0.07
H (0.42, 1.57, -2.91)  0.05
C (3.08, -2.80, 4.72)  -0.04
C (1.91, -1.77, 4.58)  -0.50
C (1.91, -1.13, 3.18)  -0.06
O (0.71, -2.40, 4.83)  -0.04
H (4.06, -2.37, 4.52)  0.07
H (3.08, -3.53, 3.91)  0.06
H (3.09, -3.37, 5.65)  0.07
H (1.93, -0.91, 5.26)  0.13
H (1.06, -0.44, 3.17)  0.07
H (1.97, -1.91, 2.42)  0.07
H (2.86, -0.64, 2.97)  0.08
H (0.47, -2.71, 3.95)  0.05
C (-1.42, -4.58, 2.71)  -0.05
C (-1.65, -3.43, 1.79)  -0.55
C (-2.80, -2.66, 2.30)  -0.06
O (-0.52, -2.63, 1.90)  -0.05
H (-0.57, -5.18, 2.39)  0.08
H (-2.22, -5.32, 2.69)  0.09
H (-1.27, -4.20, 3.72)  0.09
H (-1.96, -3.76, 0.79)  0.14
H (-2.67, -2.34, 3.34)  0.09
H (-3.66, -3.33, 2.31)  0.09
H (-2.88, -1.78, 1.67)  0.08
H (-0.61, -1.82, 1.39)  0.07
C (3.60, -5.39, -0.76)  -0.07
C (2.31, -5.53, -0.03)  -0.49
C (1.12, -4.55, -0.29)  -0.03
O (1.85, -6.83, -0.29)  -0.05
H (4.33, -6.17, -0.54)  0.08
H (4.10, -4.47, -0.44)  0.08
H (3.41, -5.38, -1.83)  0.08
H (2.53, -5.51, 1.04)  0.13
H (0.70, -4.49, -1.29)  0.07
H (1.41, -3.56, 0.07)  0.07
H (0.25, -4.79, 0.31)  0.05
H (1.73, -6.85, -1.25)  0.08

Summary:
**HOMO**: -9.4 eV
**LUMO energy**: -0.611 eV
**HOMO-LUMO gap**: 0.323 Eh

---

C5H12N2O2 as an isolated structure in a non-equilibrium geometry. Source: the Open Molecules 2025 dataset; level of theory: ωB97M-V with the def2-TZVPD basis set.

Each line ends with the natural charge from an NBO analysis.
Element x y z (Å)
C (-2.45, -0.13, -0.03)  0.89
C (-0.30, 1.90, 0.13)  -0.68
C (0.58, -0.50, -1.45)  -0.43
C (1.78, -0.14, 0.51)  -0.44
C (-0.69, 0.50, 0.53)  -0.26
N (0.05, -1.87, 0.34)  -0.67
N (0.44, -0.42, -0.05)  -0.09
O (-2.97, 0.69, -0.73)  -0.65
O (-2.57, -1.29, 0.37)  -0.73
H (-0.73, 2.42, -0.81)  0.25
H (-0.69, 2.61, 0.91)  0.24
H (0.82, 2.00, 0.11)  0.18
H (0.80, -1.58, -1.53)  0.25
H (-0.32, -0.32, -1.92)  0.24
H (1.36, 0.15, -1.69)  0.20
H (1.75, -0.19, 1.67)  0.23
H (2.50, -0.98, 0.29)  0.24
H (2.16, 0.85, 0.26)  0.23
H (-0.86, 0.24, 1.58)  0.22
H (0.35, -2.04, 1.24)  0.35
H (-1.01, -1.90, 0.28)  0.43

Summary:
**HOMO**: -8.2 eV
**LUMO energy**: 0.396 eV
**HOMO-LUMO gap**: 0.316 Eh